1.
Formula: C28H21BrCl5N2STi
Source: the Open Molecules 2025 dataset
Level of theory: ωB97M-V/def2-TZVPD

Structure (XYZ):
```
59
C28H21BrCl5N2STi, DFT ωB97M-V/def2-TZVPD
C -1.2045 -3.7879 -2.3965
Cl -1.8575 -1.9379 1.6149
C -0.3445 1.5012 -2.5571
C -0.7203 2.5229 -3.4186
Br -3.3804 -5.0119 -3.7349
C -1.0954 1.9309 1.9270
C 3.6679 -1.1592 4.0052
C -3.2300 -2.4794 -2.4571
H 0.4631 -0.2667 -3.4190
C 0.8184 0.6079 -2.8765
C -2.5487 0.0316 3.3353
C -2.6216 2.9770 -2.0161
Cl -3.3870 1.7898 5.1851
H 3.1752 -0.6103 -2.6015
H 0.4521 -2.9138 -1.4163
C -0.5872 -2.7602 -1.6928
C -1.1051 0.6193 1.4376
Ti -0.2054 -0.2314 -0.2463
H -0.1303 2.7353 -4.3058
C -1.8470 -0.2900 2.1834
C 2.2431 1.2596 -1.0299
H 1.7733 1.5211 1.9027
H -4.2624 -2.3719 -2.7639
H 3.2829 2.1941 3.7130
H 2.8713 -1.3195 -1.0103
C 3.1479 1.1417 3.4930
H -2.1680 4.0496 -3.8238
C 2.1261 -0.5844 2.2013
C -1.2599 -1.5794 -1.3586
S 2.3792 -3.1243 2.4546
C 2.2991 0.7717 2.4720
H -0.6644 -4.6906 -2.6514
Cl -1.7659 3.9285 3.6185
C 3.8304 0.1847 4.2553
H -2.7859 1.8290 -0.2328
H 0.7771 -3.1073 0.6328
C -2.2069 1.9954 -1.1321
C 2.8064 -1.5287 2.9732
N 1.4636 0.1384 -1.6157
H 2.7374 0.9333 -0.1186
N 1.2921 -1.1533 1.2186
H -3.5183 3.5491 -1.8083
C -2.5940 -1.4614 -1.7669
Cl -3.4291 -1.1677 4.1840
H 1.5576 1.1139 -3.5014
C 1.3568 -2.4559 1.2749
Cl -0.2185 3.1778 1.0889
C -2.5270 -3.6357 -2.7708
H 1.5825 2.0936 -0.8127
H 3.0081 1.5961 -1.7325
C -1.7890 2.3040 3.0740
C -1.0532 1.2423 -1.3770
C -1.8667 3.2554 -3.1517
H 1.8674 -1.7796 -2.4031
C 2.3980 -0.9654 -1.9228
H 4.1824 -1.9070 4.5942
H -3.1563 -0.5646 -1.5495
H 4.4911 0.5032 5.0516
C -2.5197 1.3470 3.7812
```

As for the total charge: +1. For the energy relative to the best compared isomer or geometry (same formula, charge and spin), the calculation gives 9.3 kJ/mol. Its highest occupied orbital energy is -11.406 eV. As for the spin multiplicity: 1. The calculation puts the orbital gap at 7.7 eV. The calculation puts the LUMO energy at -3.66 eV.

=====

2.
Formula: C28H21Cl2N6Pt
Source: the Open Molecules 2025 dataset
Level of theory: ωB97M-V/def2-TZVPD

Structure (XYZ):
```
58
C28H21Cl2N6Pt, DFT ωB97M-V/def2-TZVPD
C -1.8831 -2.0694 -1.1495
H -3.1050 -4.7814 3.1718
H 0.2930 6.9977 -1.0370
H -2.1646 -3.4539 5.0321
H -0.9695 -1.3679 5.8264
N -1.6861 -1.5962 0.1000
Cl -2.5327 3.3434 0.4307
C 4.1664 -0.6479 -0.9231
C 2.9571 -1.2643 -1.0828
C -2.5325 -3.6009 -2.9410
Cl 2.7489 2.8160 -0.7079
C -0.9403 5.3574 -0.3831
C -1.4711 -1.8564 3.7723
H -1.8493 5.9412 -0.3102
C -2.1472 -2.7500 -3.9433
H 0.1660 1.5087 2.8081
H -0.2321 1.3671 -4.8119
C -0.3150 0.1768 4.4410
N 2.1935 -1.1029 0.0421
H -2.9514 -4.5678 -3.1971
C 0.2517 5.9465 -0.7892
N 4.1369 -0.0931 0.3340
H -0.0592 1.8011 -2.3448
H 2.5908 -1.7943 -1.9472
H 2.3339 5.5497 -1.2059
C -0.9207 -1.0389 4.7965
H 4.8874 1.7809 0.9112
N -0.8217 -0.1760 2.1348
C 2.9263 -0.4025 0.8649
C -1.5925 -1.5025 -3.5772
N 0.1293 1.8956 0.2585
Pt -0.7790 0.1581 0.1755
H 2.6163 -0.0585 1.8408
C -2.6131 -3.8370 2.9688
C -2.4131 -3.2906 -1.5802
H -1.2268 -0.7856 -5.5750
H 6.0991 0.5746 0.4335
C -2.5210 -3.3985 1.6500
C -1.0071 4.0169 -0.0708
C 1.3851 5.1444 -0.8773
N -0.9121 0.0214 -1.8398
C -1.3897 -1.4053 2.4325
H 5.2840 0.4314 1.9948
C 5.1550 0.7244 0.9537
C -0.5906 0.6284 -4.1087
H -2.9603 -4.0064 0.8814
C -2.0932 -3.0969 4.0107
C -0.2779 0.5779 3.1321
C -0.4880 0.8871 -2.7325
C -1.4645 -1.1735 -2.2154
C 0.1328 3.1524 -0.0985
C 1.3217 3.8114 -0.5479
H -2.2470 -3.0099 -4.9888
H 5.0175 -0.5329 -1.5724
H -2.7357 -4.0314 -0.8737
C -1.1366 -0.5527 -4.5201
C -1.8873 -2.1855 1.3611
H 0.1243 0.8204 5.1930
```

As for the total charge: -1. For the energy relative to the best compared isomer or geometry (same formula, charge and spin), the calculation gives 0.0 kJ/mol. Its highest occupied orbital energy (spin up / spin down) is -1.771 / -3.690 eV. As for the spin multiplicity: 3. The calculation puts the orbital gap (spin up / spin down) at 4.3 / 6.1 eV. The calculation puts the LUMO energy (spin up / spin down) at 2.52 / 2.36 eV. Its expectation value of S² is 2.031.

=====

3.
Formula: C28H21F6N3NiSSb
Source: the Open Molecules 2025 dataset
Level of theory: ωB97M-V/def2-TZVPD

Structure (XYZ):
```
61
C28H21F6N3NiSSb, DFT ωB97M-V/def2-TZVPD
C -1.0612 0.1080 5.4916
H -3.0945 -0.4438 5.1558
H 1.8188 2.9382 1.6243
C 1.1558 -0.9598 0.8926
H 4.1504 0.6155 -0.9826
N -0.4746 -3.0453 -1.8776
C -1.6902 -2.3368 -2.1043
C 2.9462 -3.7899 -2.5983
H 2.4148 -2.7065 1.0597
C 1.0549 0.3724 0.4451
H -1.4105 6.4941 0.4259
N 1.5473 -3.7422 -2.1724
H 1.1150 1.3384 3.2494
C -3.9775 -2.3502 -2.7500
C -0.1866 3.3570 0.9362
F 4.4875 -1.8009 -0.1605
H 3.0124 -3.6826 -3.6781
H -2.9974 0.1744 2.7496
F 0.9167 7.2886 1.1758
C -1.0899 4.3620 0.5939
C -0.9332 0.7960 2.8282
H -2.8202 0.6976 -1.9096
C 1.4781 5.0331 1.4360
C -4.0081 -0.9864 -2.5151
C 3.3661 -1.0901 0.0284
C -2.7950 -3.0392 -2.5502
C 0.1861 0.9495 3.6487
C 1.0981 3.7010 1.3520
H 3.5043 -2.9852 -2.1274
C -0.7257 5.6973 0.6830
S 1.2421 -1.1701 -2.9517
F -1.1194 -0.2299 6.7861
C 0.1283 0.6043 4.9899
C 2.3114 -1.6929 0.6919
H 0.9817 0.7167 5.6462
C -0.3550 1.6564 -2.6559
F 0.7445 2.4733 -2.7019
Sb -0.8610 1.3646 0.7808
H 2.4696 5.3251 1.7560
C 0.5541 6.0021 1.1001
C 0.8280 -4.7986 -1.6257
C 2.1330 0.9210 -0.2650
C -2.8526 -0.3671 -2.0885
C 0.7599 -2.6626 -2.3204
Ni -0.0272 0.1144 -1.4168
C -2.1866 -0.0549 4.7126
C 3.3041 0.1945 -0.4550
H 2.0919 1.9402 -0.6287
H 0.3379 -1.4058 1.4480
N -1.7077 -1.0288 -1.8731
C -2.1154 0.2945 3.3690
H -2.7170 -4.0959 -2.7628
H -1.2810 -4.8728 -1.0144
F -1.3843 2.4943 -2.2606
H 3.3601 -4.7481 -2.2991
H -4.8576 -2.8727 -3.1026
H 1.2822 -5.7489 -1.4016
H -4.9046 -0.4032 -2.6714
F -0.6337 1.3486 -3.9371
C -0.4284 -4.3765 -1.4434
H -2.0853 4.1146 0.2447
```

As for the total charge: +1. Its highest occupied orbital energy (spin up / spin down) is -11.150 / -11.563 eV. As for the spin multiplicity: 3. The calculation puts the orbital gap (spin up / spin down) at 8.2 / 7.9 eV. The calculation puts the LUMO energy (spin up / spin down) at -2.95 / -3.66 eV. Its expectation value of S² is 2.013.

=====

4.
Formula: C28H21O6PSi
Source: the Open Molecules 2025 dataset
Level of theory: ωB97M-V/def2-TZVPD

Structure (XYZ):
```
57
C28H21O6PSi, DFT ωB97M-V/def2-TZVPD
C -1.1274 -3.7313 -5.9305
C 0.1633 -3.4406 -5.2399
C -1.8561 5.6496 1.1087
H 3.0278 -1.8875 0.3453
C 2.4700 2.4910 6.1484
C 1.5680 -3.8185 -1.7757
O 2.7870 -3.4300 2.2034
C 0.4693 -4.2922 -1.0678
H -2.5609 5.5625 0.2923
H -1.7188 3.5282 1.4279
C 1.0203 3.5233 4.5363
C -1.2339 -3.4795 -7.2924
C 1.4908 4.7804 4.9204
C -0.5156 7.0199 2.5617
H 2.8168 5.8639 6.1969
C 0.2588 -3.7556 -3.7865
C 0.9677 6.0256 4.2861
C -2.4146 -3.7620 -7.9565
H 0.3005 -0.0859 1.0797
C -2.2158 -4.2581 -5.2327
C -3.3976 -4.5423 -5.9052
H 3.3201 -1.0694 2.3879
C 1.4638 -3.5454 -3.1293
C -1.4247 6.9046 1.5244
C 1.5091 2.3813 5.1585
O -0.4148 2.2875 3.1314
O 1.3473 7.1186 4.6467
O -3.0970 -4.9389 -3.1539
O -0.5784 -2.4661 1.2510
H 2.3107 -3.1723 -3.6888
O 1.1018 -2.9657 -5.8437
H -1.5927 -4.8870 -1.1861
C -0.4778 4.6193 2.7822
H -0.1692 7.9894 2.8922
C -3.4951 -4.2976 -7.2637
C 0.0031 3.3796 3.4554
C -0.8407 -4.2509 -3.0801
H 1.1293 1.4140 4.8588
H -1.1007 -2.9042 1.9305
H -4.4153 -4.5233 -7.7866
H 2.8503 1.6003 6.6311
H 0.5586 -4.4973 -0.0107
H -1.7978 7.7945 1.0347
H 3.7027 3.8258 7.2923
C -1.3872 4.5097 1.7378
H -2.4951 -3.5672 -9.0180
H -0.3849 -3.0657 -7.8191
P 2.5909 -2.0512 1.6771
H 0.2494 -1.1029 3.2975
C 2.4573 4.8845 5.9125
C -0.7310 -4.5124 -1.7212
C -0.0335 5.8789 3.1900
H 2.5120 -3.6677 -1.2677
C -2.1377 -4.5192 -3.7654
H -4.2311 -4.9550 -5.3536
Si 0.4508 -1.3323 1.8537
C 2.9474 3.7428 6.5219
```

As for the total charge: 0. Its highest occupied orbital energy is -9.679 eV. As for the spin multiplicity: 1. The calculation puts the orbital gap at 8.5 eV. The calculation puts the LUMO energy at -1.16 eV. As for the SMILES: O=C1c2ccccc2C(=O)c2ccccc21.O=C1c2ccccc2C(=O)c2ccccc21.O=[PH2][SiH2]O.